Arrangement w

{"formula": "H3N3O3", "method": "the ωB97M-V functional and the def2-TZVPD basis", "species": ["N", "N", "N", "O", "O", "O", "H", "H", "H"], "positions_angstrom": [[-0.1757, 0.2690, -1.0328], [-0.7324, -0.2358, 0.0473], [-1.8290, 0.2500, 0.6697], [-2.4858, 1.0211, 0.0264], [-2.0999, -0.2586, 1.7296], [0.2811, -0.7132, 1.3889], [0.0888, 1.2018, -0.8740], [0.4708, -0.3267, -1.5109], [-0.2130, -1.2342, 2.0231]], "homo_lumo_gap_ev": 9.8, "molar_mass_g_mol": 93.042, "lumo_ev": -0.48}

---

Arrangement x

{"formula": "H3N3O3", "method": "the ωB97M-V functional and the def2-TZVPD basis", "species": ["N", "N", "O", "N", "O", "O", "H", "H", "H"], "positions_angstrom": [[-1.2837, 0.5431, 0.0447], [0.0467, -0.2833, 0.3628], [-0.0297, -1.5911, -0.0391], [1.2281, 0.4120, 0.1113], [1.0476, 1.6146, 0.0479], [2.2407, -0.2067, 0.0241], [-0.8769, 1.4390, -0.1364], [-1.5807, 0.1671, -0.7724], [-0.7920, -2.0948, 0.3572]], "homo_lumo_gap_ev": 10.3, "smiles": "NN(O)[N+](=O)[O-]", "molar_mass_g_mol": 93.042, "lumo_ev": 0.30}

---

The structure with the greatest stability is arrangement x.

---

Arrangement w

{"formula": "C6H28O11", "method": "the ωB97M-V functional and the def2-TZVPD basis", "species": ["O", "C", "C", "O", "H", "H", "H", "H", "H", "H", "O", "C", "C", "O", "H", "H", "H", "H", "H", "H", "O", "C", "C", "O", "H", "H", "H", "H", "H", "H", "O", "H", "H", "O", "H", "H", "O", "H", "H", "O", "H", "H", "O", "H", "H"], "positions_angstrom": [[-13.9829, -13.9567, 24.5938], [-13.0344, -14.8485, 25.1599], [-13.8431, -15.8458, 25.9723], [-12.9572, -16.7117, 26.7307], [-14.6485, -14.5462, 24.1680], [-12.6009, -15.4863, 24.3742], [-12.3758, -14.2419, 25.8018], [-14.5274, -16.4498, 25.3825], [-14.5189, -15.3425, 26.6910], [-12.4740, -16.2535, 27.4480], [-14.5834, -20.4870, 23.4119], [-13.7385, -19.3993, 23.5780], [-12.7586, -19.7952, 24.5958], [-12.0821, -18.5274, 24.8880], [-14.1666, -21.2250, 23.0114], [-13.3331, -19.0353, 22.6460], [-14.4032, -18.5547, 23.8105], [-12.1078, -20.4733, 24.1248], [-13.2074, -20.2877, 25.4499], [-12.5740, -17.9855, 25.5331], [-13.4950, -22.4513, 21.8966], [-13.7184, -22.3844, 20.5059], [-13.8594, -20.9938, 19.9678], [-13.9080, -20.9924, 18.5596], [-12.6444, -22.8457, 22.0316], [-12.9111, -22.9168, 20.0215], [-14.6160, -23.0159, 20.3495], [-12.9777, -20.3922, 20.1118], [-14.7252, -20.4242, 20.2016], [-13.8479, -20.0385, 18.2472], [-10.6000, -18.2180, 22.8322], [-11.2447, -18.3923, 23.4701], [-10.5691, -19.0187, 22.3094], [-14.9514, -17.3358, 21.2219], [-15.7009, -17.9018, 21.5164], [-15.0001, -16.6124, 21.8071], [-9.9449, -17.6748, 26.7789], [-10.6023, -18.1175, 26.1811], [-9.1911, -18.2413, 26.6366], [-12.3497, -17.3257, 20.6008], [-12.0456, -17.6973, 21.4043], [-13.2837, -17.2371, 20.7797], [-16.7607, -18.9834, 22.0905], [-16.1595, -19.5850, 22.5159], [-17.1836, -19.5530, 21.4449]], "homo_lumo_gap_ev": 10.5, "smiles": "OCCO.OCCO.OCCO.O.O.O.O.O", "molar_mass_g_mol": 276.279, "lumo_ev": 0.14}

---

Arrangement x

{"formula": "C6H28O11", "method": "the ωB97M-V functional and the def2-TZVPD basis", "species": ["O", "C", "C", "O", "H", "H", "H", "H", "H", "H", "O", "C", "C", "O", "H", "H", "H", "H", "H", "H", "O", "C", "C", "O", "H", "H", "H", "H", "H", "H", "O", "H", "H", "O", "H", "H", "O", "H", "H", "O", "H", "H", "O", "H", "H"], "positions_angstrom": [[-2.2027, -0.0498, -2.9761], [-1.1361, -0.7700, -2.3712], [-1.2200, -2.2414, -2.8134], [-2.2041, -2.9351, -2.0539], [-1.9869, 0.8871, -2.7946], [-0.1471, -0.3977, -2.6732], [-1.1378, -0.6248, -1.2872], [-0.2248, -2.6513, -2.6339], [-1.4502, -2.3064, -3.8793], [-3.0192, -2.4437, -2.2184], [2.5664, -2.1439, 0.8126], [1.3343, -2.3919, 1.4827], [0.3730, -3.1713, 0.6079], [0.7502, -4.5621, 0.5187], [2.7985, -1.2213, 0.9627], [1.5563, -3.0029, 2.3592], [0.8220, -1.4496, 1.6938], [0.3987, -2.7816, -0.4148], [-0.6629, -3.1262, 0.9513], [-0.0741, -5.0524, 0.5387], [-1.1625, 1.4222, 1.4551], [-1.4464, 0.6004, 2.5705], [-2.6380, 1.0780, 3.3962], [-3.8553, 1.0401, 2.6653], [-0.9395, 2.2951, 1.8025], [-1.6027, -0.4386, 2.2777], [-0.5829, 0.5508, 3.2541], [-2.5424, 2.1294, 3.7030], [-2.6643, 0.4620, 4.2956], [-3.8249, 1.7496, 2.0181], [0.9244, 3.8197, -1.4146], [1.3145, 2.9388, -1.2680], [1.6763, 4.4201, -1.4253], [3.3925, 0.6910, 1.1225], [4.3315, 0.8947, 1.0081], [3.1975, 0.9375, 2.0369], [0.9815, 1.1315, -0.3116], [1.7839, 0.7752, 0.1056], [0.2702, 1.0129, 0.3514], [-1.2735, 2.5981, -2.5349], [-1.9623, 3.2637, -2.6293], [-0.5437, 3.0561, -2.0541], [4.1364, 2.3677, -1.4817], [3.8861, 1.9848, -0.6342], [4.0102, 1.6555, -2.1204]], "homo_lumo_gap_ev": 9.0, "smiles": "OCCO.OCCO.OCCO.O.O.O.O.O", "molar_mass_g_mol": 276.279, "lumo_ev": -0.44}

---

The structure with the greatest stability is arrangement x.

---

Arrangement w

{"formula": "C4H6N4O", "method": "the ωB97M-V functional and the def2-TZVPD basis", "species": ["H", "N", "C", "N", "N", "C", "C", "N", "C", "O", "H", "H", "H", "H", "H"], "positions_angstrom": [[-2.6375, -1.1195, -0.9205], [-2.1904, -0.1703, -0.9147], [-1.0041, -0.2696, -0.4786], [-0.3172, -1.3734, -0.0133], [0.5644, -0.9349, 1.0925], [1.0285, 0.3930, 0.5738], [2.1668, 0.2849, -0.3517], [3.0707, 0.1469, -1.0523], [-0.1377, 0.9217, -0.2164], [-0.8306, 1.8664, 0.4928], [-0.8640, -2.2159, 0.3123], [1.3769, -1.5942, 1.0847], [1.2766, 1.0621, 1.4242], [0.2381, 1.2423, -1.2617], [-1.7405, 1.7604, 0.2290]], "homo_lumo_gap_ev": 10.1, "smiles": "[H]/N=C1\\NN[C@@H](C#N)[C@@H]1O", "molar_mass_g_mol": 126.119, "lumo_ev": 0.70}

---

Arrangement x

{"formula": "C4H6N4O", "method": "the ωB97M-V functional and the def2-TZVPD basis", "species": ["C", "N", "N", "N", "C", "C", "N", "C", "O", "H", "H", "H", "H", "H", "H"], "positions_angstrom": [[-2.9767, -0.3724, -0.0973], [-2.3056, 0.7312, 0.2359], [-0.9891, 0.5185, -0.0988], [-0.2743, 1.7173, -0.2382], [0.9799, 1.5485, -0.1069], [1.4414, 0.2911, 0.0336], [2.5945, -0.4584, -0.0260], [0.1327, -0.3278, 0.0964], [-0.3062, -1.5523, -0.1683], [-3.9955, -0.1514, 0.0701], [-2.7525, -1.4536, -0.1943], [1.3328, 2.6139, 0.1596], [3.5850, -0.2281, -0.4878], [2.9355, -0.7984, 1.0231], [0.5980, -2.0781, -0.2012]], "homo_lumo_gap_ev": 8.4, "smiles": "C=Nn1ncc(N)c1O", "molar_mass_g_mol": 126.119, "lumo_ev": 0.43}

---

The structure with the greatest stability is arrangement w.